A structure of composition C55H61AsClHgN6O2P2SSi2, computed with the ωB97M-V functional and the def2-TZVPD basis.

The value obtained for the energy above the lowest of the compared OMol25 structures with the same formula, charge and spin is 2.69 kcal/mol. The total charge is -2. Its multiplicity is 2. As for the gap between HOMO and LUMO (alpha / beta): 0.14490 / 0.23817 hartree. The molar mass is 1299.3 g/mol.

```
132
Properties=species:S:1:pos:R:3:forces:R:3:mulliken_charge:R:1
Hg -0.33582 -0.49681 -0.32607 -0.63 0.21 0.10 4.47
O -2.90290 -5.67080 -4.90725 -0.03 -0.11 0.11 -0.77
C -1.80033 -5.46309 -4.37625 -0.07 0.24 -0.15 -0.04
O -0.78183 -6.20496 -4.35127 -0.05 -0.14 -0.08 -0.77
C -1.61732 -4.13405 -3.64090 -0.02 0.04 0.14 -0.92
C -0.43184 -3.37028 -3.79691 0.08 -0.11 0.02 -0.33
C -0.20835 -2.29994 -2.96857 -0.07 0.02 -0.01 -0.08
N -1.08888 -1.88055 -2.04201 0.13 -0.19 0.24 0.34
C -2.29604 -2.54074 -1.93443 -0.06 0.13 0.05 0.21
C -2.53369 -3.69284 -2.72880 0.02 -0.04 -0.18 -0.89
C -3.25707 -2.06127 -0.98739 0.06 0.04 -0.06 0.43
C -4.58140 -2.57345 -0.87834 -0.01 -0.05 0.02 -1.23
C -5.43156 -2.06303 0.06445 0.05 0.05 0.03 -0.64
C -4.99992 -1.02376 0.91548 -0.08 -0.05 0.00 -1.20
C -3.70778 -0.56212 0.73656 0.02 -0.01 -0.02 -0.25
N -2.86894 -1.04794 -0.16433 0.05 0.08 -0.01 1.01
C 1.11089 -1.60656 -3.00673 0.03 -0.04 0.11 -0.06
C 1.99270 -1.72194 -4.08200 0.01 0.01 -0.12 -0.48
C 3.24571 -1.14812 -3.99395 -0.01 0.00 0.04 -0.93
C 3.60783 -0.46787 -2.83687 -0.04 -0.01 -0.05 -0.96
C 2.66330 -0.36724 -1.83273 0.08 0.11 0.04 -0.98
N 1.45531 -0.90582 -1.92962 0.00 -0.16 -0.03 0.82
H 0.31204 -3.68660 -4.51081 0.01 -0.08 0.01 0.49
H -3.44731 -4.26160 -2.61856 0.00 0.02 0.03 0.32
H -4.92631 -3.34687 -1.55049 0.01 -0.01 0.01 0.43
H -6.44103 -2.45096 0.14654 -0.01 -0.01 -0.02 0.36
H -5.64701 -0.59370 1.66780 0.01 0.01 0.01 0.48
H -3.31131 0.24922 1.34605 0.03 -0.01 0.00 0.08
H 1.68797 -2.24337 -4.97856 0.02 0.00 0.03 0.61
H 3.94107 -1.23438 -4.82032 -0.01 0.00 -0.01 0.43
H 4.58518 -0.01938 -2.72120 0.01 -0.01 0.02 0.55
H 2.86838 0.15595 -0.90381 0.00 0.01 0.01 0.70
C -3.19503 1.44847 -3.78677 0.01 0.00 -0.06 -0.98
Si -1.59247 2.29323 -3.27634 0.01 -0.19 0.05 0.14
C -1.82448 4.16065 -3.48025 0.03 0.00 0.04 -1.11
C -0.25192 1.79332 -4.50313 -0.01 -0.03 -0.01 -0.77
N -1.18739 1.78876 -1.71969 -0.05 0.33 0.01 -0.23
P -0.74127 2.49301 -0.38635 -0.52 -0.22 0.31 1.44
C -0.39920 1.33376 0.84591 0.92 0.49 -0.72 -0.92
P 0.81847 1.39903 2.04449 -0.36 -0.34 0.14 1.56
N 1.85953 0.21933 2.02353 0.14 0.35 0.07 0.20
Si 3.35037 -0.21987 2.65507 -0.06 -0.17 -0.06 0.16
C 3.19582 -1.82085 3.63654 0.06 0.00 -0.02 -1.17
C 4.60578 -0.57813 1.29318 0.02 -0.02 -0.01 -1.03
C 4.21901 1.03552 3.78221 -0.07 0.04 -0.01 -1.08
C 1.67339 3.02899 2.17277 0.05 -0.03 -0.05 1.31
C 2.80872 3.22621 1.38690 -0.04 -0.05 0.04 -0.32
C 3.52458 4.40958 1.44813 0.01 0.02 -0.01 -0.41
C 3.12193 5.41985 2.31265 0.00 0.01 -0.01 -0.90
C 1.99971 5.23644 3.10550 -0.01 0.01 0.00 -0.61
C 1.28062 4.04867 3.03460 -0.04 0.01 -0.03 -0.89
C -0.06788 1.39310 3.67090 -0.05 -0.10 -0.03 -0.41
C -1.39121 1.81879 3.74421 -0.04 0.01 0.00 0.43
C -2.06888 1.83407 4.95708 0.02 -0.01 0.01 -0.95
C -1.43493 1.39739 6.11222 0.00 0.02 -0.03 -0.70
C -0.12642 0.93624 6.04536 -0.03 0.00 0.03 -0.85
C 0.54742 0.93431 4.83235 0.03 0.06 -0.01 -0.69
C -2.12149 3.52708 0.28464 0.02 -0.13 0.11 0.18
C -1.96925 4.43843 1.33054 0.04 -0.02 -0.01 -0.15
C -3.07178 5.01385 1.94582 0.00 0.00 0.01 -1.04
C -4.35453 4.67232 1.53659 0.02 0.00 0.00 -0.79
C -4.52163 3.75215 0.51037 -0.02 0.03 0.02 -0.80
C -3.41500 3.18619 -0.10754 0.04 0.04 -0.09 -0.69
C 0.54926 3.72468 -0.86476 0.09 -0.08 0.01 0.87
C 1.59513 3.18162 -1.61819 -0.03 -0.02 0.01 -0.90
C 2.57700 3.98486 -2.16783 0.05 0.03 0.03 -1.02
C 2.53451 5.36150 -1.97255 0.01 0.01 0.03 -0.72
C 1.49390 5.91582 -1.24602 -0.01 0.01 -0.01 -0.93
C 0.50201 5.10419 -0.70340 0.00 -0.04 0.03 -0.78
H -3.27728 1.33855 -4.87211 -0.03 0.03 0.00 0.40
H -4.06977 2.00557 -3.43871 -0.01 -0.02 0.03 0.28
H -3.23016 0.45175 -3.33957 0.01 -0.02 -0.01 0.12
H -2.28791 4.39932 -4.44244 0.01 0.00 -0.01 0.45
H -0.86035 4.67453 -3.42741 0.00 0.02 0.00 0.17
H -2.45826 4.56461 -2.68551 -0.03 0.00 -0.02 0.26
H -0.55957 1.95608 -5.54053 0.00 0.01 0.00 0.45
H -0.01229 0.73329 -4.38184 -0.01 0.00 -0.01 0.01
H 0.66158 2.36700 -4.32283 0.01 -0.01 0.00 0.17
H 2.69817 -2.57227 3.01792 -0.01 -0.01 0.00 0.27
H 2.60688 -1.69189 4.54859 -0.03 0.01 0.00 0.30
H 4.18066 -2.20757 3.91741 -0.01 -0.02 0.03 0.36
H 4.21531 -1.32092 0.59279 0.00 0.00 0.01 0.18
H 5.53402 -0.97237 1.71905 0.01 0.00 -0.01 0.44
H 4.85796 0.32618 0.72977 -0.02 0.01 -0.01 0.24
H 3.59341 1.35998 4.61757 0.01 0.00 0.01 0.30
H 4.50024 1.93301 3.22624 0.01 0.01 0.00 0.26
H 5.13070 0.59272 4.19575 0.01 -0.01 0.00 0.47
H 3.12908 2.42411 0.73232 0.03 0.00 -0.03 0.05
H 4.39932 4.54636 0.82401 0.00 -0.01 -0.02 0.38
H 3.68315 6.34520 2.36856 0.00 0.00 -0.01 0.34
H 1.68552 6.01587 3.79030 -0.01 0.00 -0.01 0.40
H 0.40830 3.91364 3.66280 0.01 0.00 0.03 0.52
H -1.89141 2.11296 2.82798 0.02 0.02 -0.01 0.16
H -3.09818 2.17125 4.99197 -0.01 -0.01 0.01 0.46
H -1.96597 1.39576 7.05704 0.00 -0.01 0.01 0.32
H 0.36010 0.55921 6.93755 0.02 0.01 0.00 0.37
H 1.56031 0.55688 4.77698 0.01 -0.01 0.01 0.03
H -0.97558 4.68261 1.68953 -0.01 -0.03 0.03 0.44
H -2.92924 5.70903 2.76546 0.00 0.02 -0.02 0.44
H -5.21666 5.11117 2.02495 -0.01 0.00 0.00 0.35
H -5.51815 3.46190 0.19913 0.00 -0.01 -0.01 0.45
H -3.53721 2.44701 -0.89164 -0.01 -0.01 0.01 0.33
H 1.59975 2.11167 -1.79602 0.01 0.00 0.02 0.55
H 3.37524 3.54370 -2.75376 -0.01 -0.03 0.00 0.45
H 3.30614 5.99704 -2.39129 -0.01 0.00 -0.02 0.35
H 1.44092 6.98994 -1.11061 0.00 0.00 0.02 0.40
H -0.32321 5.56166 -0.17637 0.01 0.02 0.01 0.39
C 0.06654 -6.65694 -1.03826 -0.05 0.08 0.05 -0.95
As 1.75640 -5.81556 -1.41934 0.16 -0.16 -0.03 0.53
C 1.99972 -5.86384 -3.32586 0.25 0.08 -0.06 -0.54
C 3.04362 -7.13480 -0.80251 -0.02 0.01 0.05 -1.23
S 2.06171 -3.99302 -0.47257 0.01 0.06 0.03 -0.36
H 0.03470 -7.64092 -1.50210 -0.01 -0.02 -0.02 0.47
H -0.73095 -6.04628 -1.45635 -0.02 0.03 -0.06 0.07
H -0.03289 -6.72551 0.04602 -0.01 -0.01 -0.05 0.40
H 2.59429 -6.74243 -3.57998 0.05 0.01 0.03 0.50
H 2.53225 -4.95478 -3.60518 0.00 -0.03 -0.01 0.15
H 1.02731 -5.92401 -3.82155 -0.17 0.07 0.02 0.07
H 2.93453 -8.06483 -1.36121 -0.01 -0.01 0.01 0.41
H 2.89511 -7.31216 0.26127 0.00 0.01 0.01 0.33
H 4.03696 -6.71628 -0.95875 -0.01 -0.02 0.00 0.32
Cl -2.14023 -2.14974 5.08652 0.02 0.00 -0.02 -0.24
C -1.80403 -2.75864 3.48973 -0.04 0.00 0.05 0.28
C -2.37926 -3.94049 3.05801 0.01 0.02 -0.04 -0.61
C -2.07231 -4.38090 1.78157 -0.01 0.01 0.07 -0.97
C -1.22211 -3.61485 0.99872 0.00 0.04 -0.09 -0.23
N -0.69919 -2.46742 1.41812 0.14 -0.11 0.08 0.45
C -0.97074 -2.04358 2.64717 0.01 0.02 -0.07 -0.66
H -3.05406 -4.48703 3.70331 0.01 -0.01 0.01 0.43
H -2.49666 -5.29704 1.39283 -0.01 0.01 -0.03 0.55
H -0.95406 -3.91317 -0.00713 0.00 -0.02 -0.01 0.41
H -0.51837 -1.10791 2.95711 -0.02 -0.02 0.00 0.43
```
Forces are in eV/Å.